Computed, not measured: a cluster of 2 separate species, C2H3N3O3S in total at a distorted geometry, with ωB97M-V/def2-TZVPD.

Geometry (Å):
N 2.9219 -1.1732 -0.1146
C 2.0610 -1.8445 -0.4536
N 1.2352 -2.7548 -0.9003
C 0.1309 -3.1420 -1.2344
O -0.8112 -3.6328 -1.6853
O -0.4788 2.0743 1.9122
N -0.2914 1.4597 0.6212
O 0.9212 1.6974 0.1296
S -0.5147 -0.4187 0.7292
H -1.3316 2.6674 1.8671
H 1.6196 1.4253 0.7496
H -1.7245 -0.4309 0.1815

Computed properties:
SMILES = N#CN=C=O.ON(O)S
Energy relative to the best compared isomer or geometry (same formula, charge and spin) = 75.1 kcal/mol
E_LUMO = 0.07 eV
Maximum force = 0.0596 Eh/bohr
Kohn-Sham gap = 9.64 eV

Results of the Löwdin charge analysis, in e, for atoms 1 through 6: number 1, N, carries 0.165; number 2, C, carries -0.375; number 3, N, carries 0.172; number 4, C, carries -0.275; number 5, O, carries 0.216; number 6, O, carries -0.131

---

Computed, not measured: an isolated molecule of C5H7NO at a distorted geometry, with ωB97M-V/def2-TZVPD.

Geometry (Å):
C 1.3691 -1.3119 -0.6804
C 0.4111 -0.2537 -0.1849
C 0.9019 1.0555 0.1270
O 0.2847 2.1446 0.2360
C -1.7679 0.0870 0.3591
N -1.9925 1.0829 1.1283
C -1.0138 -0.5631 -0.5115
H 1.0677 -2.3036 -0.3376
H 2.4366 -1.1921 -0.4487
H 1.2846 -1.2790 -1.7746
H 2.0112 1.0778 0.2824
H -1.4027 1.9232 0.9204
H -2.1484 0.8494 2.1037
H -1.4416 -1.3170 -1.2192

Computed properties:
Energy relative to the best compared isomer or geometry (same formula, charge and spin) = 85.4 kcal/mol
E_LUMO (spin up / spin down) = -0.19 / -0.19 eV
Maximum force = 0.0283 Eh/bohr
Kohn-Sham gap (spin up / spin down) = 7.21 / 7.21 eV

Results of the Löwdin charge analysis, in e, for atoms 1 through 6: number 1, C, carries -0.104; number 2, C, carries -0.274; number 3, C, carries -0.285; number 4, O, carries -0.096; number 5, C, carries -0.055; number 6, N, carries 0.145

---

Computed, not measured: an isolated molecule of C3H4N2O at a distorted geometry, with ωB97M-V/def2-TZVPD.

Geometry (Å):
C -0.8856 -0.9130 0.8676
C 0.5503 -0.4836 0.9887
C 0.1129 0.9584 -0.7211
N -1.5960 -0.4263 -0.0159
N 0.9458 0.3971 0.1765
O 0.3717 0.9354 -2.0283
H -1.1972 -1.6311 1.6260
H 1.2161 -0.8420 1.7629
H -0.4468 1.8284 -0.4052
H 0.9289 0.1767 -2.2513

Computed properties:
Energy relative to the best compared isomer or geometry (same formula, charge and spin) = 79.6 kcal/mol
E_LUMO (spin up / spin down) = -0.01 / -0.01 eV
Maximum force = 0.0410 Eh/bohr
Kohn-Sham gap (spin up / spin down) = 8.12 / 8.12 eV

Results of the Löwdin charge analysis, in e, for atoms 1 through 6: number 1, C, carries -0.342; number 2, C, carries -0.102; number 3, C, carries -0.245; number 4, N, carries 0.096; number 5, N, carries 0.066; number 6, O, carries 0.076

---

Computed, not measured: a structure of composition C39H37CrN2OP2 at a distorted geometry, with ωB97M-V/def2-TZVPD.

Geometry (Å):
Cr 0.3086 -1.2592 -0.7566
N -0.1649 2.3225 -0.3024
P 1.5768 2.2318 0.0131
C 1.9338 4.0180 0.0409
C 0.9664 5.0195 0.0494
C 1.3439 6.3572 0.0063
C 2.6861 6.7035 -0.0372
C 3.6580 5.7101 -0.0322
C 3.2819 4.3767 -0.0043
C 1.5852 1.7668 1.7719
C 1.0434 2.5508 2.7907
C 1.0795 2.1050 4.1003
C 1.6705 0.8806 4.4076
C 2.2262 0.1023 3.4062
C 2.1805 0.5485 2.0894
P -1.0475 0.8304 -0.2621
C -1.7271 0.8263 1.4180
C -1.5653 -0.2917 2.2266
C -2.0957 -0.3053 3.5134
C -2.7937 0.7961 3.9782
C -2.9614 1.9181 3.1671
C -2.4289 1.9365 1.8915
C -2.5082 1.2284 -1.2712
C -2.4517 2.0716 -2.3780
C -3.5806 2.2804 -3.1604
C -4.7663 1.6251 -2.8639
C -4.8281 0.7668 -1.7741
C -3.7079 0.5752 -0.9793
H -0.2651 2.7956 -1.1956
H -0.0844 4.7622 0.1090
H 0.5845 7.1292 0.0107
H 2.9760 7.7456 -0.0790
H 4.7070 5.9754 -0.0589
H 4.0439 3.6038 -0.0103
H 0.5915 3.5076 2.5538
H 0.6549 2.7128 4.8894
H 1.6984 0.5393 5.4348
H 2.6959 -0.8434 3.6456
H 2.6121 -0.0581 1.2996
H -1.0209 -1.1573 1.8599
H -1.9652 -1.1751 4.1441
H -3.2152 0.7849 4.9756
H -3.5170 2.7724 3.5323
H -2.5546 2.8065 1.2578
H -1.5353 2.5803 -2.6505
H -3.5304 2.9570 -4.0037
H -5.6436 1.7885 -3.4761
H -5.7524 0.2570 -1.5349
H -3.7860 -0.0457 -0.0917
N -1.6117 -2.1822 -1.1413
C -2.0031 -3.5152 -0.7138
C -3.3221 -3.6857 -0.3238
C -3.7927 -4.9362 0.0366
C -2.9252 -6.0159 -0.0143
C -1.6014 -5.8224 -0.3753
C -1.0945 -4.5674 -0.7268
C 0.3799 -4.3935 -0.9175
C 1.1269 -5.5161 -1.2936
C 2.5039 -5.5416 -1.1699
C 3.1498 -4.4462 -0.6142
C 2.4142 -3.3023 -0.3398
C 1.0250 -3.1967 -0.5455
H -2.4143 -1.5763 -0.9922
H -1.4926 -2.1998 -2.1567
H -3.9899 -2.8291 -0.3071
H -4.8202 -5.0629 0.3498
H -3.2690 -7.0063 0.2534
H -0.9274 -6.6667 -0.3399
H 0.6218 -6.3909 -1.6848
H 3.0609 -6.4197 -1.4719
H 4.2150 -4.4773 -0.4179
H 2.9507 -2.4435 0.0514
C 2.9214 -0.4281 -3.8195
C 3.0316 -0.5581 -2.3341
C 4.3798 -0.4971 -1.7051
O 2.0317 -0.7385 -1.6549
H 3.7569 0.1253 -4.2434
H 1.9770 0.0398 -4.0894
H 2.9345 -1.4380 -4.2415
H 4.8518 0.4536 -1.9632
H 5.0029 -1.2904 -2.1282
H 4.3209 -0.6048 -0.6270

Computed properties:
⟨S²⟩ = 6.04
E_LUMO (spin up / spin down) = -2.11 / -2.45 eV
Maximum force = 0.0267 Eh/bohr
Kohn-Sham gap (spin up / spin down) = 8.01 / 7.94 eV
Net charge = +1
Spin multiplicity = 5

Results of the Löwdin charge analysis, in e, for atoms 1 through 6: number 1, Cr, carries 0.603; number 2, N, carries -0.383; number 3, P, carries 1.003; number 4, C, carries -0.391; number 5, C, carries -0.106; number 6, C, carries -0.076

---

Computed, not measured: the ion C7H14N3 with charge +1 at a distorted geometry, with ωB97M-V/def2-TZVPD.

Geometry (Å):
H 3.9767 -0.8376 0.9756
N 3.1915 -0.9553 0.4109
C 2.2872 -0.1035 0.5138
N 1.0637 -0.2979 -0.1296
C 0.6422 -1.6214 -0.4590
C -0.5628 -1.9017 0.4225
C -1.1587 -0.4997 0.5200
C -2.4185 -0.3607 -0.3759
N -0.1145 0.3708 0.0947
C -0.4176 1.6030 -0.0252
C 0.3952 2.7431 -0.5312
H 2.1824 0.9181 1.0585
H 1.6201 -2.1311 -0.4099
H 0.2423 -1.5412 -1.4980
H -1.3264 -2.5419 -0.0342
H -0.3325 -2.4612 1.3955
H -1.5347 -0.2449 1.6077
H -1.9092 -0.2644 -1.4372
H -2.9020 0.5729 0.0349
H -3.0828 -1.2051 -0.3061
H -1.4844 1.8183 0.2297
H -0.0164 3.6660 -0.1438
H 1.4165 2.5961 -0.2801
H 0.2428 2.6794 -1.6336

Computed properties:
SMILES = [H]/N=C/N1CC[C@H](C)/[N+]1=C/C
Energy relative to the best compared isomer or geometry (same formula, charge and spin) = 86.4 kcal/mol
E_LUMO = -4.31 eV
Maximum force = 0.0975 Eh/bohr
Kohn-Sham gap = 9.25 eV
Net charge = +1

Results of the Löwdin charge analysis, in e, for atoms 1 through 6: number 1, H, carries 0.056; number 2, N, carries 0.157; number 3, C, carries -0.211; number 4, N, carries -0.054; number 5, C, carries -0.122; number 6, C, carries -0.094